1.
DFT (ωB97M-V with the def2-TZVPD basis set) results for C2H9N4 as an isolated structure.

```
15
C2H9N4, DFT ωB97M-V with the def2-TZVPD basis set
C 0.057 -1.089 -1.156
C 0.192 -1.255 0.239
N 0.999 -0.479 0.909
N -0.133 -2.431 0.831
N -0.725 2.259 -0.297
N 1.213 0.755 0.672
H -0.391 -1.872 -1.622
H 0.551 -0.447 -1.803
H -0.801 -3.124 0.439
H -0.272 -2.261 1.847
H -0.542 3.149 -0.662
H -1.283 1.801 -1.137
H -1.312 2.173 0.426
H 2.102 1.144 1.123
H 0.345 1.677 0.190
```

Charge: +1
E_LUMO (alpha / beta): -0.189 / -0.196 hartree
2S+1: 1

Atomic partial charges in e from the Mulliken method, atoms 1 to 2:
1 C -0.908
2 C 0.597



2.
DFT (ωB97M-V with the def2-TZVPD basis set) results for an isolated ion of composition C2H9N4 and charge +1.

```
15
C2H9N4, DFT ωB97M-V with the def2-TZVPD basis set
H 1.212 1.376 1.996
N 1.737 1.034 1.209
C 1.336 0.151 0.449
N 1.786 -0.160 -0.779
N -0.139 -0.683 0.876
N -0.963 -0.640 -0.274
C -1.699 0.610 -0.283
H 2.554 0.446 -1.045
H 2.027 -1.041 -1.227
H 0.157 -1.727 1.012
H -0.309 -0.697 -1.147
H -1.741 -1.323 -0.337
H -1.259 1.483 -0.037
H -2.401 0.624 -1.058
H -2.298 0.548 0.644
```

Structure (SMILES): [H]/N=C(/N)N[NH2+]C
Charge: +1
E_LUMO: -0.131 hartree
2S+1: 1

Atomic partial charges in e from the Mulliken method, atoms 1 to 2:
1 H 0.307
2 N -0.513



Of them, the most stable is 2 and the least stable is 1.